Record 1
Here is C8H22CuN2O10S2 as an isolated structure from OMol25. Energies are from ωB97M-V with the def2-TZVPD basis set.

```
! RIJCOSX wB97M-V def2-TZVPD def2/J DEFGRID3
* xyz -3 1
Cu -0.10 -0.12 0.76
S -1.62 -1.98 3.18
O -1.70 -3.43 2.83
O -0.36 -1.66 3.86
O -1.68 -1.23 1.86
O -2.80 -1.61 4.01
S 2.48 0.93 1.60
O 3.14 0.72 2.90
O 1.07 1.44 1.79
O 3.21 1.95 0.77
O 2.38 -0.34 0.83
C 0.69 -4.20 0.12
C 0.78 -2.75 -0.37
C 1.48 -2.52 -1.67
O 2.83 -2.95 -1.53
C 3.61 -2.77 -2.68
N -0.55 -2.06 -0.40
H 1.12 -4.88 -0.64
H -0.35 -4.46 0.30
H 1.31 -4.37 0.99
H 1.31 -2.17 0.40
H 1.54 -1.48 -1.99
H 1.03 -3.15 -2.47
H 3.40 -1.77 -3.08
H 3.38 -3.56 -3.41
H 4.65 -2.89 -2.39
H -1.08 -2.40 0.40
H -1.02 -2.25 -1.28
C -0.07 4.06 -0.58
C -0.73 2.76 -0.11
C -2.24 2.81 -0.19
O -2.70 4.07 0.29
C -4.11 4.15 0.32
N -0.21 1.61 -0.86
H 1.01 3.95 -0.72
H -0.18 4.86 0.15
H -0.47 4.43 -1.54
H -0.41 2.65 0.92
H -2.68 1.99 0.38
H -2.56 2.70 -1.24
H -4.48 4.50 -0.65
H -4.39 4.81 1.15
H -4.53 3.16 0.56
H 0.80 1.67 -0.70
H -0.23 1.78 -1.87
*
```

The value obtained for the calculated total energy is -3616.686075 a.u. As for the gap between HOMO and LUMO: 4.06 eV. As for the LUMO energy: 6.31 eV.

---

Record 2
Here is one molecule with the formula C20H31NO4 from OMol25. Energies are from ωB97M-V with the def2-TZVPD basis set.

```
! RIJCOSX wB97M-V def2-TZVPD def2/J DEFGRID3
* xyz 0 1
C -0.77 -3.17 2.83
C -1.72 -2.37 1.95
O -1.01 -1.46 1.12
C -0.53 -1.93 -0.03
O -0.66 -3.07 -0.39
C 0.13 -0.84 -0.88
C -0.96 -0.37 -1.88
C -2.21 0.08 -1.19
C -3.23 -0.83 -0.93
C -4.36 -0.43 -0.25
C -4.50 0.88 0.17
C -3.50 1.80 -0.10
O -3.72 3.07 0.35
C -2.74 4.05 0.11
C -2.36 1.40 -0.78
C 1.30 -1.47 -1.65
C 2.44 -1.82 -0.68
N 2.95 -0.69 0.07
C 3.74 0.30 -0.66
C 4.75 -0.35 -1.60
C 4.49 1.17 0.37
O 3.72 2.30 0.70
C 4.35 3.14 1.63
C 1.85 -0.11 0.83
C 0.65 0.32 -0.03
H -0.16 -2.49 3.43
H -0.12 -3.78 2.22
H -1.35 -3.81 3.50
H -2.31 -3.05 1.31
H -2.40 -1.75 2.54
H -1.18 -1.20 -2.55
H -0.54 0.45 -2.47
H -3.13 -1.86 -1.26
H -5.15 -1.14 -0.04
H -5.38 1.21 0.71
H -3.13 4.97 0.56
H -2.58 4.21 -0.96
H -1.79 3.79 0.59
H -1.57 2.10 -1.01
H 0.96 -2.37 -2.15
H 1.66 -0.76 -2.40
H 3.26 -2.30 -1.22
H 2.06 -2.54 0.05
H 3.11 0.99 -1.25
H 4.26 -0.85 -2.43
H 5.35 -1.08 -1.06
H 5.41 0.41 -2.01
H 4.70 0.57 1.27
H 5.45 1.50 -0.05
H 3.68 3.97 1.81
H 4.53 2.61 2.58
H 5.31 3.51 1.25
H 2.22 0.76 1.38
H 1.53 -0.86 1.56
H 0.96 1.13 -0.69
H -0.14 0.69 0.62
*
```

The value obtained for the calculated total energy is -1136.399506 a.u. Its structure (SMILES) is CCOC(=O)C1(Cc2cccc(OC)c2)CCN([C@H](C)COC)CC1. As for the gap between HOMO and LUMO: 8.83 eV. As for the LUMO energy: 0.73 eV.

---

Record 3
Here is a 11-piece molecular cluster, C89H204F9N6O13P2S overall from OMol25. Energies are from ωB97M-V with the def2-TZVPD basis set.

```
! RIJCOSX wB97M-V def2-TZVPD def2/J DEFGRID3
* xyz 5 1
C -9.36 -1.04 6.73
C -8.32 -1.52 5.68
N -7.51 -0.37 4.90
C -8.50 0.57 4.27
C -6.55 0.41 5.88
C -5.38 -0.43 6.37
C -6.61 -1.11 3.78
C -7.33 -1.76 2.63
O -8.05 -0.81 1.88
C -8.84 -1.36 0.78
H -10.05 -0.27 6.39
H -8.98 -0.78 7.72
H -9.91 -1.93 7.03
H -8.93 -2.02 4.93
H -7.52 -2.20 5.95
H -8.87 1.26 5.03
H -9.28 -0.01 3.78
H -7.92 1.22 3.61
H -7.11 0.77 6.74
H -6.29 1.31 5.32
H -4.58 -0.68 5.67
H -5.62 -1.33 6.94
H -4.87 0.19 7.12
H -6.04 -1.86 4.33
H -6.02 -0.23 3.52
H -8.14 -2.44 2.90
H -6.66 -2.44 2.09
H -9.43 -0.56 0.33
H -9.51 -2.10 1.22
H -8.25 -1.85 0.02
C -0.94 -7.29 -4.09
C -1.51 -6.19 -5.06
N -1.22 -4.73 -4.66
C 0.23 -4.39 -5.00
C -2.10 -3.80 -5.54
C -1.93 -3.91 -7.05
C -1.59 -4.37 -3.19
C -3.09 -4.63 -2.73
O -3.87 -3.57 -3.17
C -5.26 -3.70 -2.76
H -1.27 -7.12 -3.07
H 0.14 -7.43 -4.03
H -1.24 -8.31 -4.34
H -2.58 -6.36 -4.99
H -1.15 -6.32 -6.08
H 0.85 -5.07 -4.41
H 0.36 -3.34 -4.74
H 0.38 -4.58 -6.06
H -1.89 -2.79 -5.19
H -3.13 -4.01 -5.26
H -2.34 -4.86 -7.39
H -0.90 -3.80 -7.40
H -2.43 -3.09 -7.55
H -1.45 -3.30 -3.08
H -0.86 -4.86 -2.54
H -3.09 -4.69 -1.64
H -3.42 -5.58 -3.15
H -5.27 -3.65 -1.67
H -5.67 -4.60 -3.19
H -5.99 -2.97 -3.12
C 1.78 -4.04 2.62
C 1.95 -5.48 3.23
N 3.41 -5.92 3.58
C 4.20 -6.04 2.24
C 4.26 -4.90 4.42
C 5.70 -5.37 4.85
C 3.27 -7.36 4.17
C 2.76 -7.41 5.63
O 1.37 -7.46 5.63
C 0.70 -7.10 6.84
H 2.28 -3.97 1.65
H 2.21 -3.28 3.27
H 0.73 -3.79 2.46
H 1.39 -6.16 2.60
H 1.37 -5.53 4.15
H 5.22 -6.43 2.32
H 4.26 -5.05 1.78
H 3.57 -6.53 1.50
H 3.59 -4.74 5.26
H 4.32 -3.99 3.83
H 5.82 -6.37 5.27
H 6.04 -4.60 5.54
H 6.45 -5.37 4.07
H 4.33 -7.58 4.12
H 2.70 -8.06 3.56
H 3.19 -6.66 6.30
H 3.19 -8.30 6.09
H 1.17 -7.69 7.63
H -0.37 -7.22 6.72
H 0.89 -6.03 6.91
C 4.31 3.62 6.17
C 4.13 2.14 5.81
N 4.24 1.10 6.97
C 2.97 1.28 7.85
C 4.33 -0.25 6.17
C 2.92 -0.77 5.55
C 5.54 1.31 7.87
C 6.84 1.32 7.05
O 7.23 0.02 6.84
C 8.12 -0.27 5.84
H 3.78 3.94 7.06
H 3.98 4.32 5.40
H 5.36 3.89 6.29
H 4.88 1.87 5.06
H 3.21 1.99 5.24
H 2.12 1.08 7.21
H 2.94 2.15 8.50
H 2.98 0.48 8.59
H 4.68 -0.82 7.03
H 5.16 -0.26 5.47
H 2.63 -0.19 4.67
H 2.06 -0.81 6.22
H 3.07 -1.78 5.18
H 5.43 0.66 8.74
H 5.33 2.31 8.24
H 7.69 1.76 7.57
H 6.79 1.90 6.13
H 9.06 0.22 6.08
H 7.78 0.21 4.92
H 8.31 -1.33 5.68
C 4.24 -0.13 -2.33
C 3.91 -1.40 -1.58
N 4.30 -2.77 -2.19
C 5.84 -2.75 -2.22
C 3.83 -3.95 -1.28
C 2.31 -4.26 -1.28
C 3.71 -2.99 -3.67
C 4.08 -4.15 -4.58
O 5.49 -3.77 -4.77
C 6.24 -4.66 -5.60
H 3.72 -0.06 -3.28
H 5.33 -0.09 -2.38
H 3.90 0.80 -1.87
H 2.83 -1.45 -1.53
H 4.31 -1.40 -0.56
H 6.22 -3.77 -2.26
H 6.25 -2.23 -1.35
H 6.09 -2.14 -3.09
H 4.13 -3.65 -0.27
H 4.29 -4.85 -1.67
H 2.07 -4.92 -0.44
H 2.03 -4.82 -2.17
H 1.72 -3.35 -1.29
H 3.96 -2.08 -4.21
H 2.63 -2.86 -3.54
H 3.58 -4.27 -5.55
H 4.08 -5.08 -4.03
H 6.22 -5.57 -5.01
H 7.26 -4.32 -5.77
H 5.70 -4.85 -6.53
C 0.95 0.42 1.92
C 0.08 0.04 0.71
N -1.43 -0.19 0.92
C -1.53 -1.52 1.73
C -2.13 0.95 1.71
C -1.90 2.41 1.10
C -2.05 -0.38 -0.49
C -3.52 -0.86 -0.57
O -4.31 0.30 -0.33
C -5.70 -0.03 -0.21
H 1.97 0.50 1.54
H 0.98 -0.57 2.37
H 0.67 1.34 2.42
H 0.47 -0.79 0.11
H 0.12 0.93 0.09
H -2.59 -1.63 1.92
H -0.94 -1.40 2.64
H -1.08 -2.26 1.06
H -1.67 0.91 2.69
H -3.14 0.56 1.83
H -0.84 2.66 1.04
H -2.28 3.16 1.79
H -2.30 2.69 0.13
H -1.43 -1.11 -1.01
H -1.85 0.61 -0.91
H -3.70 -1.60 0.21
H -3.82 -1.31 -1.51
H -6.09 -0.45 -1.14
H -6.20 0.90 0.06
H -5.78 -0.78 0.58
C 3.85 4.79 -6.23
C 3.22 4.25 -4.91
C 4.17 4.13 -3.67
C 4.72 5.45 -3.13
P 5.64 5.25 -1.55
C 4.52 4.50 -0.26
C 3.07 5.05 -0.13
C 2.34 4.62 1.15
C 3.11 5.24 2.29
C 7.19 4.16 -1.68
C 6.93 2.65 -1.71
C 8.27 1.83 -1.74
C 8.02 0.29 -1.55
C 6.18 6.85 -0.94
C 6.50 6.99 0.58
C 6.78 8.46 0.93
C 5.59 9.41 0.92
H 3.10 4.95 -7.01
H 4.57 4.08 -6.63
H 4.26 5.79 -6.05
H 2.99 3.19 -4.99
H 2.34 4.82 -4.60
H 5.02 3.53 -4.01
H 3.68 3.55 -2.89
H 3.97 6.18 -2.83
H 5.35 5.95 -3.87
H 5.05 4.63 0.68
H 4.49 3.42 -0.39
H 2.58 4.77 -1.06
H 2.98 6.13 -0.15
H 2.36 3.55 1.37
H 1.28 4.80 1.31
H 2.58 5.08 3.23
H 3.27 6.32 2.26
H 4.05 4.78 2.59
H 7.59 4.51 -0.73
H 7.61 4.62 -2.58
H 6.44 2.38 -2.65
H 6.37 2.30 -0.85
H 8.87 2.06 -0.86
H 8.88 2.06 -2.61
H 8.97 -0.21 -1.37
H 7.52 -0.26 -2.34
H 7.53 0.04 -0.60
H 5.30 7.45 -1.18
H 6.99 7.30 -1.50
H 7.46 6.47 0.68
H 5.73 6.66 1.27
H 7.57 8.85 0.29
H 7.32 8.47 1.88
H 5.76 10.32 1.51
H 4.65 8.96 1.23
H 5.24 9.74 -0.06
C -3.79 -0.57 -4.45
C -3.37 0.85 -4.48
C -4.38 1.78 -5.24
C -4.07 3.35 -5.33
P -4.77 4.53 -4.01
C -3.61 4.79 -2.61
C -2.16 5.42 -2.76
C -1.21 4.98 -1.60
C -1.48 5.56 -0.20
C -6.24 3.74 -3.32
C -7.39 3.45 -4.34
C -8.61 2.67 -3.80
C -8.13 1.36 -3.13
C -5.14 6.05 -4.87
C -3.98 6.82 -5.46
C -3.54 6.44 -6.81
C -2.35 7.32 -7.21
H -4.62 -0.72 -3.76
H -2.99 -1.22 -4.10
H -4.07 -0.97 -5.43
H -2.45 0.95 -5.07
H -3.18 1.24 -3.48
H -5.28 1.70 -4.63
H -4.59 1.47 -6.26
H -4.34 3.64 -6.35
H -2.99 3.44 -5.39
H -3.60 3.78 -2.20
H -4.18 5.44 -1.94
H -2.26 6.51 -2.76
H -1.56 5.22 -3.65
H -0.21 5.34 -1.85
H -0.94 3.92 -1.63
H -2.33 5.13 0.32
H -1.84 6.58 -0.36
H -0.64 5.56 0.49
H -6.66 4.44 -2.60
H -5.95 2.86 -2.76
H -7.06 2.73 -5.09
H -7.61 4.35 -4.91
H -9.36 2.42 -4.55
H -9.04 3.37 -3.07
H -8.08 1.36 -2.04
H -7.12 1.00 -3.30
H -8.90 0.61 -3.29
H -5.55 6.69 -4.09
H -5.99 5.91 -5.54
H -3.15 6.99 -4.78
H -4.44 7.81 -5.58
H -4.39 6.70 -7.44
H -3.39 5.38 -7.03
H -2.65 8.37 -7.24
H -2.18 7.15 -8.27
H -1.40 7.15 -6.70
C -2.59 1.64 5.90
F -3.25 1.94 4.77
F -3.32 1.94 7.03
F -2.25 0.35 5.98
S -1.03 2.78 5.85
O -0.26 2.39 4.70
O -1.60 4.12 5.75
O -0.34 2.54 7.13
C 0.42 -0.50 -3.92
O 1.30 -1.14 -4.86
O 0.44 -1.28 -2.72
C 0.65 1.06 -3.76
F -0.14 1.53 -2.77
F 1.90 1.42 -3.59
F 0.24 1.71 -4.89
C 1.37 -0.62 -6.24
C 2.20 -1.68 -7.06
H 2.15 -1.54 -8.14
H 3.25 -1.79 -6.80
H 1.90 -2.71 -6.89
H 1.76 0.39 -6.29
H 0.35 -0.51 -6.61
H -0.49 -0.74 -4.46
C -5.07 -5.07 4.93
O -5.30 -5.01 3.48
O -6.18 -4.46 5.59
C -4.48 -6.51 5.36
F -3.95 -6.60 6.57
F -5.36 -7.52 5.21
F -3.42 -6.94 4.57
C -4.29 -5.24 2.49
C -4.84 -4.69 1.15
H -5.92 -4.73 1.05
H -4.51 -3.66 1.05
H -4.38 -5.08 0.24
H -4.18 -6.31 2.35
H -3.36 -4.73 2.72
H -4.22 -4.39 5.05
*
```

The value obtained for the calculated total energy is -6797.643477 a.u. As for the gap between HOMO and LUMO: 3.93 eV. As for the LUMO energy: -8.89 eV.

---

Record 4
Here is a 2-piece molecular cluster, C7H17NO4P overall from OMol25. Energies are from ωB97M-V with the def2-TZVPD basis set.

```
! RIJCOSX wB97M-V def2-TZVPD def2/J DEFGRID3
* xyz -1 1
C -2.75 -1.51 1.43
C -0.97 -0.87 -0.46
C -0.30 -0.99 1.91
C 2.97 -1.00 -1.29
C 1.35 1.71 -2.61
C -2.00 0.71 1.20
C -1.56 -0.66 0.97
N -1.06 1.95 1.12
O -1.54 3.12 1.29
O 1.68 1.56 1.20
O 2.53 -0.35 -0.16
O 0.93 1.64 -1.28
P 2.31 1.38 -0.11
H -2.86 -1.70 2.42
H -2.63 -2.55 0.91
H -3.58 -1.08 1.04
H -0.38 -0.06 -0.94
H -1.91 -1.01 -1.00
H -0.42 -1.85 -0.60
H -0.51 -0.82 3.04
H 0.45 -0.31 1.85
H -0.06 -1.96 1.74
H 3.13 -1.97 -1.02
H 3.72 -0.42 -1.73
H 2.29 -1.09 -2.10
H 2.38 1.42 -2.97
H 1.03 2.80 -2.99
H 0.74 1.04 -3.13
H -3.04 0.87 1.15
H 0.02 2.00 1.11
*
```

The value obtained for the calculated total energy is -973.888294 a.u. As for the gap between HOMO and LUMO (alpha / beta): 7.53 / 7.53 eV. As for the LUMO energy (alpha / beta): 3.36 / 3.37 eV.